(1)
This record from the OMol25 dataset describes a 2-piece molecular cluster, C4H7NOS overall at a distorted geometry. The level of theory is the ωB97M-V functional and the def2-TZVPD basis.

```
14
Properties=species:S:1:pos:R:3:lowdin_charge:R:1
S -3.39402 0.03310 -0.23413 0.577
O 2.62580 0.04851 -0.43704 -0.157
N -0.86722 -0.09987 0.51954 -0.195
C 0.18248 -0.12388 -0.45289 -0.264
C -1.98646 -0.86718 0.14483 -0.547
C -0.51675 1.20539 -0.00377 -0.070
C 1.49877 -0.61626 0.15445 -0.262
H 0.08122 1.87536 0.68973 0.111
H 1.63278 -1.57661 -0.10027 0.078
H 0.10275 -0.59286 -1.39522 0.130
H -1.77993 -1.85021 -0.10175 0.043
H -1.48398 1.88749 -0.44828 0.137
H 1.07290 -0.29633 1.14042 0.126
H 2.83167 0.97335 0.52439 0.294
```

multiplicity: 1
LUMO: -0.25 eV
energy above the lowest of the compared OMol25 structures with the same formula, charge and spin: 602.6 kJ/mol
E: -18628.3045 eV
HOMO-LUMO gap: 8.5 eV
strongest force on any atom: 7.22 eV/Å
molecular weight: 117.17 g mol⁻¹

***

(2)
This record from the OMol25 dataset describes a single C4H7NOS2 molecule at a distorted geometry. The level of theory is the ωB97M-V functional and the def2-TZVPD basis.

```
15
Properties=species:S:1:pos:R:3:lowdin_charge:R:1
S 1.11950 2.51395 0.37483 0.677
S -2.46720 1.32838 -0.15576 0.606
O -0.43475 -0.50230 1.74368 -0.045
N 1.63800 0.10230 -0.84061 0.001
C 0.91266 0.94287 -0.02972 -0.813
C -1.41520 -0.34111 -0.42599 -0.404
C 1.13952 -1.16249 -0.12685 -0.048
C -0.16149 -0.28152 0.37149 -0.539
H -1.17078 1.95484 -0.33442 -0.154
H -1.00847 0.28461 2.05194 0.125
H 0.70945 -1.79253 -0.87259 0.080
H -2.03982 -1.20727 -0.12947 0.084
H 1.78295 -1.68331 0.69593 0.156
H -1.30423 -0.43775 -1.58455 0.111
H 2.69986 0.28132 -0.73791 0.161
```

multiplicity: 1
SMILES: O[C@]1(CS)CNC1=S
LUMO: 0.09 eV
energy above the lowest of the compared OMol25 structures with the same formula, charge and spin: 252.8 kJ/mol
E: -29467.1703 eV
HOMO-LUMO gap: 8.9 eV
strongest force on any atom: 3.79 eV/Å
molecular weight: 149.24 g mol⁻¹

***

(3)
This record from the OMol25 dataset describes a single C4H7NOSi molecule at a distorted geometry. The level of theory is the ωB97M-V functional and the def2-TZVPD basis.

```
14
Properties=species:S:1:pos:R:3:lowdin_charge:R:1
Si 1.39806 0.06738 -0.73720 0.656
O 0.55629 -1.31240 -0.47911 -0.190
N 2.42746 0.39845 0.57886 -0.092
C -1.81932 0.69777 0.10993 -0.249
C -0.66492 -1.59026 -0.13098 -0.259
C -1.67879 -0.77956 0.15900 -0.120
C -0.81887 1.51898 -0.16168 -0.038
H 2.35138 0.55228 1.62921 0.088
H -0.87507 2.57546 -0.11268 -0.014
H 3.33982 0.78517 0.46088 0.004
H 1.88035 -0.03930 -2.04731 -0.035
H -2.56110 -1.29483 0.34565 0.067
H -0.77860 -2.64092 -0.10703 0.105
H -2.75668 1.06178 0.49245 0.076
```

multiplicity: 1
LUMO: 0.68 eV
energy above the lowest of the compared OMol25 structures with the same formula, charge and spin: 294.9 kJ/mol
E: -15674.4899 eV
HOMO-LUMO gap: 8.6 eV
strongest force on any atom: 5.74 eV/Å
molecular weight: 113.19 g mol⁻¹

***

(4)
This record from the OMol25 dataset describes a single C4H7NS molecule at a distorted geometry. The level of theory is the ωB97M-V functional and the def2-TZVPD basis.

```
13
Properties=species:S:1:pos:R:3:lowdin_charge:R:1
S 1.91307 -0.31282 -0.15343 0.829
N 0.95294 1.02702 -0.56499 -0.387
C 0.02511 1.48722 0.55970 -0.140
C -0.43961 0.73726 -0.57593 -0.399
C 0.44813 -1.36638 0.38024 -0.393
C -0.70147 -0.78844 -0.46054 -0.177
H 0.01791 1.02172 1.57119 0.111
H -0.80800 -1.00637 -1.50563 0.108
H -0.99416 1.15081 -1.39775 0.130
H -0.02839 2.63410 0.65094 0.125
H -1.62349 -0.91542 -0.04529 0.074
H 0.79341 -2.36764 0.08342 0.064
H 0.44455 -1.30107 1.45808 0.054
```

multiplicity: 1
SMILES: C1C[C@H]2CN2S1
LUMO: 0.99 eV
energy above the lowest of the compared OMol25 structures with the same formula, charge and spin: 209.6 kJ/mol
E: -16584.7590 eV
HOMO-LUMO gap: 9.2 eV
strongest force on any atom: 3.01 eV/Å
molecular weight: 101.17 g mol⁻¹

***

(5)
This record from the OMol25 dataset describes a single C4H7NS molecule at a distorted geometry. The level of theory is the ωB97M-V functional and the def2-TZVPD basis.

```
13
Properties=species:S:1:pos:R:3:lowdin_charge:R:1
S 1.84884 2.90675 0.03263 0.672
N -0.66132 -0.15770 0.31808 -0.145
C 0.57980 -0.85714 0.65452 -0.080
C -1.38899 -0.83447 -0.73592 -0.115
C 0.87987 1.75284 0.63412 -0.615
C 0.55851 0.47591 -0.06940 -0.373
H 0.44551 1.85729 1.61598 0.054
H 0.90405 -0.96288 1.69862 0.115
H -0.69115 -1.23312 -1.55843 0.101
H -2.00225 -1.66474 -0.33720 0.086
H 0.77768 0.49130 -1.15189 0.134
H -2.08766 -0.08471 -1.21507 0.096
H 0.83711 -1.68933 0.11396 0.071
```

multiplicity: 1
SMILES: CN1C[C@@H]1C=S
LUMO: -0.22 eV
energy above the lowest of the compared OMol25 structures with the same formula, charge and spin: 218.6 kJ/mol
E: -16584.6659 eV
HOMO-LUMO gap: 8.6 eV
strongest force on any atom: 2.89 eV/Å
molecular weight: 101.17 g mol⁻¹

***

(6)
This record from the OMol25 dataset describes a 2-piece molecular cluster, C4H7NS overall at a distorted geometry. The level of theory is the ωB97M-V functional and the def2-TZVPD basis.

```
13
Properties=species:S:1:pos:R:3:lowdin_charge:R:1
S -0.07213 -1.15631 1.14301 0.851
N 0.56797 -0.73025 -1.48940 -0.058
C 0.64811 -1.95036 -1.78963 -0.017
C -0.65106 1.59140 1.27115 -0.151
C -0.71165 0.33307 0.43438 -0.701
C 0.49889 -0.15326 -0.23450 -0.621
H 1.70270 1.09186 0.03569 0.252
H 0.61281 -2.65252 -0.91058 0.066
H -1.66548 0.27001 0.01526 0.084
H 0.28432 1.45839 1.86102 0.058
H -0.42866 2.48969 0.58477 0.097
H 0.87606 -2.24213 -2.73502 0.041
H -1.66188 1.65042 1.81385 0.102
```

multiplicity: 1
LUMO: -0.26 eV
energy above the lowest of the compared OMol25 structures with the same formula, charge and spin: 448.4 kJ/mol
E: -16582.2838 eV
HOMO-LUMO gap: 8.6 eV
strongest force on any atom: 5.15 eV/Å
molecular weight: 101.17 g mol⁻¹

***

(7)
This record from the OMol25 dataset describes a single C4H7NS molecule at a distorted geometry. The level of theory is the ωB97M-V functional and the def2-TZVPD basis.

```
13
Properties=species:S:1:pos:R:3:lowdin_charge:R:1
S 2.76601 -0.66365 -0.00713 0.653
N 1.19213 1.37049 -0.02599 0.058
C 1.31952 0.03000 -0.14299 -0.902
C 0.06163 -0.87819 -0.08630 -0.305
C -1.25230 -0.32136 -0.68617 -0.117
C -0.97364 -0.31550 0.83775 -0.131
H -1.59193 -1.08905 1.27983 0.097
H -2.13449 -1.00394 -1.04454 0.129
H 0.37700 -1.95992 -0.19453 0.132
H -0.84249 0.59040 1.41531 0.098
H 1.99294 1.92120 0.23937 0.094
H 0.25556 1.73671 -0.25147 0.104
H -1.16994 0.58281 -1.33313 0.091
```

multiplicity: 1
SMILES: NC(=S)C1CC1
LUMO: 0.81 eV
energy above the lowest of the compared OMol25 structures with the same formula, charge and spin: 136.1 kJ/mol
E: -16585.5204 eV
HOMO-LUMO gap: 9.0 eV
strongest force on any atom: 2.56 eV/Å
molecular weight: 101.17 g mol⁻¹

***

(8)
This record from the OMol25 dataset describes a 2-piece molecular cluster, C4H7NS overall at a distorted geometry. The level of theory is the ωB97M-V functional and the def2-TZVPD basis.

```
13
Properties=species:S:1:pos:R:3:lowdin_charge:R:1
S 0.21814 -1.03642 0.46834 0.772
N -2.64295 0.02395 -0.22450 0.068
C 0.08119 -0.14050 -1.00911 -0.629
C -3.03574 -0.43114 0.74885 -0.081
C 0.54564 0.96486 -1.48769 -0.078
C 1.65477 -0.19166 1.23666 -0.407
H 1.35416 0.84126 1.52099 0.037
H -0.24855 -0.97116 -1.77576 0.093
H 2.50324 -0.17864 0.44758 0.065
H -3.53661 -0.97560 1.49625 0.048
H 1.96730 -0.84409 2.09019 0.031
H 0.27408 1.11822 -2.50005 0.047
H 0.86533 1.82091 -1.01174 0.034
```

multiplicity: 1
SMILES: C=CSC.C#N
LUMO: 0.81 eV
energy above the lowest of the compared OMol25 structures with the same formula, charge and spin: 252.2 kJ/mol
E: -16584.3174 eV
HOMO-LUMO gap: 9.0 eV
strongest force on any atom: 4.98 eV/Å
molecular weight: 101.17 g mol⁻¹